Record 1
16
Properties=species:S:1:pos:R:3:forces:R:3:nbo_charge:R:1 method="wB97M-V/def2-TZVPD" spin_multiplicity=1 smiles=CC.CC relative_energy_kcal_mol=34.03
C 0.13765 -0.15829 -2.46455 -1.1 2.6 3.7 -0.6093
C -1.19046 -0.41785 -1.64345 0.3 -0.9 1.2 -0.6183
H 0.21066 0.97214 -2.69957 0.2 -2.1 0.1 0.2075
H 0.99574 -0.53243 -1.88887 -0.1 0.9 0.5 0.2059
H 0.23350 -0.79256 -3.23466 -0.3 -1.7 -3.6 0.2008
H -1.24862 -1.54249 -1.16319 0.4 3.1 -0.8 0.2047
H -2.11597 -0.35739 -2.20426 0.1 0.0 -0.7 0.2040
H -1.34913 0.45282 -0.91298 0.5 -1.7 -0.4 0.2050
C -0.00488 0.33033 2.41640 -4.3 0.8 1.8 -0.6067
C 1.11892 0.30394 1.55344 4.2 -2.5 1.0 -0.6030
H 0.23113 0.04633 3.44935 0.1 0.8 0.0 0.2040
H -0.52127 1.31754 2.27066 0.5 -0.5 1.1 0.1976
H -0.83701 -0.33929 2.23128 0.0 -0.6 -0.7 0.1983
H 0.92275 0.66609 0.58028 0.3 0.6 -1.0 0.2106
H 1.51834 -0.77876 1.51750 -0.4 1.5 -0.4 0.1920
H 1.89866 0.82985 2.19263 -0.3 -0.1 -1.8 0.2069

---

Record 2
16
Properties=species:S:1:pos:R:3:forces:R:3:nbo_charge:R:1 method="wB97M-V/def2-TZVPD" spin_multiplicity=1 smiles=CC.CC relative_energy_kcal_mol=26.98
C -0.48205 0.85518 -1.87728 -1.5 -1.9 0.3 -0.6117
C -0.89985 -0.67845 -2.05250 0.3 1.6 -0.7 -0.6092
H 0.22017 0.93654 -1.01153 -1.0 0.6 -0.6 0.2077
H -0.00115 1.13210 -2.79396 0.6 0.2 -0.3 0.2014
H -1.45651 1.40004 -1.90998 1.0 0.2 0.9 0.2071
H 0.00344 -1.25628 -1.86903 -0.1 -0.4 -0.7 0.2011
H -1.37835 -0.73587 -3.06408 0.9 -0.5 0.6 0.2019
H -1.64857 -1.07968 -1.38791 -0.3 0.4 0.6 0.2012
C 1.43161 -0.22042 2.21285 -0.9 3.4 2.1 -0.6276
C -0.03338 0.04160 1.77952 -1.5 -3.2 -0.7 -0.6148
H 1.63181 -0.53925 3.25295 -0.3 -0.8 -0.9 0.2200
H 1.88543 -0.65809 1.40549 1.4 -2.1 -1.3 0.2099
H 1.98459 0.75204 2.22147 -0.6 -0.2 0.1 0.1976
H -0.08869 0.95692 1.21590 -0.3 0.2 -0.2 0.2078
H -0.89377 -0.02215 2.51338 1.4 0.5 -0.3 0.2157
H -0.35640 -0.87379 1.05180 0.8 2.2 1.4 0.1918

---

Record 3
16
Properties=species:S:1:pos:R:3:forces:R:3:nbo_charge:R:1 method="wB97M-V/def2-TZVPD" spin_multiplicity=1 smiles=CC.CC relative_energy_kcal_mol=35.57
C -1.68027 1.77438 -1.05147 -0.5 -1.6 0.0 -0.6335
C -0.39221 2.15793 -1.83108 0.3 2.4 0.9 -0.6104
H -1.42745 0.70382 -0.84706 -0.7 0.7 0.8 0.2043
H -1.87797 2.37624 -0.15645 0.6 -0.4 0.1 0.2091
H -2.73581 1.67292 -1.48259 1.8 0.6 -0.5 0.2126
H 0.49658 1.62077 -1.40005 -1.0 0.4 -0.5 0.2081
H -0.10980 3.30078 -1.71095 -0.7 -2.2 -0.5 0.1994
H -0.50874 1.91114 -2.87828 0.3 0.1 -0.2 0.2104
C 1.34962 -1.42113 0.94563 -0.4 -0.6 1.6 -0.6190
C 0.80274 -2.58986 1.83847 -1.9 3.2 0.0 -0.6146
H 1.76381 -1.69401 -0.02017 0.7 0.0 0.4 0.2083
H 0.50144 -0.82238 0.76738 -0.8 1.1 -0.7 0.1963
H 1.91470 -0.89835 1.71358 1.0 0.6 -1.2 0.2069
H 0.86875 -3.47072 1.23576 -0.3 -1.0 0.7 0.2157
H -0.27165 -2.17471 2.07465 1.6 -1.8 -0.4 0.1983
H 1.30629 -2.44682 2.80263 0.1 -1.4 -0.3 0.2081

---

Record 4
16
Properties=species:S:1:pos:R:3:forces:R:3:nbo_charge:R:1 method="wB97M-V/def2-TZVPD" spin_multiplicity=1 smiles=CC.CC relative_energy_kcal_mol=28.28
C 1.42700 2.76688 -0.38794 -0.3 1.0 1.6 -0.6066
C 1.05844 1.52146 -1.14820 1.3 -1.3 0.1 -0.6280
H 1.17745 3.67169 -1.00895 0.1 -0.8 0.8 0.2054
H 0.88409 2.78680 0.59066 0.3 0.5 -0.8 0.2015
H 2.49331 2.87044 -0.13603 -0.3 -0.3 -0.1 0.2014
H 1.00234 0.49584 -0.66042 -0.8 1.7 0.3 0.2107
H 1.95207 1.29048 -1.69842 0.1 0.1 -1.4 0.2047
H 0.22375 1.80396 -1.76805 -0.3 -0.8 -0.4 0.2104
C -1.26759 -2.68661 1.34511 -0.2 2.9 0.6 -0.6137
C -1.20856 -1.62855 0.24694 -5.0 2.2 0.6 -0.5868
H -1.54694 -3.50873 0.79918 -1.1 -2.5 -0.6 0.2025
H -0.27250 -2.89877 1.69579 0.1 0.2 1.0 0.2042
H -2.05469 -2.33482 2.07692 1.2 -1.0 -0.4 0.2118
H -2.05051 -1.90426 -0.47331 1.1 0.5 0.5 0.1924
H -0.34388 -1.59725 -0.27557 2.8 0.1 -1.6 0.1941
H -1.52027 -0.51447 0.52278 1.0 -2.3 -0.1 0.1958